#w
{
  "formula": "C7H6O3",
  "method": "ωB97M-V/def2-TZVPD",
  "elements": ["C", "C", "C", "C", "C", "C", "C", "H", "H", "H", "H", "H", "H", "O", "O", "O"],
  "coordinates": [[-0.89, 0.65, -0.20], [-1.59, -0.26, -0.96], [-0.90, -1.48, -1.12], [0.52, -1.63, -0.70], [1.32, -0.57, -0.03], [0.39, 0.54, 0.08], [1.07, 1.59, 0.65], [-2.64, 1.49, 1.01], [-2.88, -0.06, -0.62], [-1.42, -2.38, -1.54], [0.62, -2.88, -0.76], [2.74, 0.13, 1.09], [0.38, 2.49, 0.71], [-1.49, 1.56, 0.73], [2.50, -0.81, 0.57], [2.28, 1.60, 1.08]],
  "nbo_charge": [0.3675, -0.2872, -0.1577, -0.3125, 0.4413, -0.3671, 0.4328, 0.5162, 0.2011, 0.2315, 0.2320, 0.5269, 0.1637, -0.7263, -0.6425, -0.6198]
}

#x
{
  "formula": "C7H6O3",
  "method": "ωB97M-V/def2-TZVPD",
  "elements": ["C", "C", "C", "C", "C", "C", "C", "O", "O", "O", "H", "H", "H", "H", "H", "H"],
  "coordinates": [[-3.18, 0.37, 0.08], [-3.29, 1.73, 0.07], [-4.40, -0.16, -0.04], [-1.90, -0.45, 0.20], [-0.67, 0.51, 0.14], [-0.08, 0.11, -1.25], [0.25, 0.02, 1.29], [-5.47, -0.53, -0.16], [-1.87, -1.63, 0.29], [-0.97, 1.78, 0.23], [-0.75, 0.43, -2.04], [0.09, -0.97, -1.32], [0.87, 0.63, -1.36], [1.22, 0.50, 1.17], [0.38, -1.06, 1.25], [-0.17, 0.31, 2.24]],
  "nbo_charge": [-0.7280, 0.3870, 0.9006, 0.6212, 0.1631, -0.6246, -0.6133, -0.3311, -0.4864, -0.5952, 0.2134, 0.2121, 0.2250, 0.2208, 0.2164, 0.2189]
}

#y
{
  "formula": "C7H6O3",
  "method": "ωB97M-V/def2-TZVPD",
  "smiles": "O=C(O)c1ccccc1O",
  "elements": ["C", "C", "C", "C", "C", "C", "C", "H", "H", "H", "H", "H", "H", "O", "O", "O"],
  "coordinates": [[-1.75, -0.63, -0.72], [-0.50, -0.10, -0.17], [-0.27, 1.25, 0.02], [0.96, 1.72, 0.34], [2.03, 0.80, 0.47], [1.83, -0.57, 0.33], [0.50, -1.08, 0.23], [-3.48, 0.23, -1.12], [-1.01, 2.15, 0.11], [1.08, 2.83, 0.56], [3.00, 1.13, 0.73], [2.52, -1.30, 0.73], [-0.61, -2.56, 0.08], [-2.56, 0.43, -1.01], [-2.08, -1.82, -0.72], [0.33, -2.47, 0.14]],
  "nbo_charge": [0.7956, -0.2917, -0.1435, -0.2583, -0.1505, -0.2804, 0.3812, 0.5003, 0.2425, 0.2208, 0.2144, 0.2266, 0.5056, -0.6895, -0.6207, -0.6526]
}

Of them, #x has the lowest stability.

#w
{
  "formula": "C20H24N2O4",
  "method": "ωB97M-V/def2-TZVPD",
  "smiles": "O=C(COC(=O)c1cc(=O)[nH]c2ccccc12)NC1CCCCCCC1",
  "elements": ["O", "C", "N", "H", "C", "C", "H", "H", "C", "H", "C", "C", "C", "H", "H", "C", "H", "H", "C", "H", "H", "H", "H", "H", "H", "H", "H", "C", "H", "H", "O", "C", "O", "C", "C", "C", "O", "N", "C", "C", "C", "C", "C", "C", "H", "H", "H", "H", "H", "H"],
  "coordinates": [[3.22, 2.96, 0.66], [2.51, 2.03, 0.98], [2.69, 0.76, 0.62], [2.03, 0.06, 0.94], [3.69, 0.33, -0.34], [4.43, -0.93, 0.15], [5.09, -1.26, -0.65], [5.06, -0.60, 0.98], [3.60, -2.12, 0.64], [2.69, -1.77, 1.14], [3.25, -3.18, -0.40], [2.53, -2.69, -1.66], [1.40, -1.69, -1.38], [1.19, -1.66, -0.31], [0.47, -2.04, -1.85], [1.67, -0.28, -1.91], [0.97, 0.41, -1.43], [1.45, -0.26, -2.98], [3.09, 0.27, -1.76], [3.79, -0.27, -2.39], [3.06, 1.30, -2.13], [3.25, -2.25, -2.34], [2.12, -3.57, -2.17], [2.62, -3.92, 0.10], [4.16, -3.69, -0.71], [4.18, -2.63, 1.42], [4.44, 1.14, -0.36], [1.28, 2.23, 1.90], [1.24, 3.27, 2.22], [1.35, 1.56, 2.76], [0.06, 1.99, 1.20], [-0.38, 0.75, 1.09], [0.19, -0.21, 1.57], [-1.64, 0.68, 0.30], [-1.81, 1.57, -0.71], [-2.98, 1.55, -1.58], [-3.18, 2.32, -2.50], [-3.89, 0.56, -1.27], [-3.77, -0.35, -0.26], [-4.78, -1.30, -0.05], [-4.66, -2.21, 0.97], [-3.54, -2.20, 1.80], [-2.54, -1.27, 1.60], [-2.63, -0.33, 0.57], [-1.67, -1.27, 2.24], [-3.45, -2.92, 2.60], [-5.44, -2.94, 1.13], [-5.64, -1.30, -0.69], [-4.71, 0.53, -1.86], [-1.07, 2.33, -0.92]],
  "nbo_charge": [-0.6105, 0.6510, -0.6410, 0.4263, -0.0564, -0.4057, 0.2060, 0.2138, -0.4057, 0.1913, -0.3868, -0.4120, -0.4125, 0.1990, 0.2115, -0.3872, 0.1925, 0.2088, -0.4138, 0.2018, 0.2204, 0.1944, 0.2107, 0.2006, 0.1994, 0.2143, 0.2342, -0.1669, 0.2252, 0.2091, -0.4804, 0.8008, -0.6211, -0.0921, -0.2376, 0.6220, -0.5966, -0.5587, 0.1778, -0.2429, -0.1711, -0.2386, -0.1769, -0.0540, 0.2403, 0.2190, 0.2192, 0.2129, 0.4170, 0.2493]
}

#x
{
  "formula": "C20H24N2O4",
  "method": "ωB97M-V/def2-TZVPD",
  "smiles": "CCOCCCNC(=O)[C@H](NC(=O)c1ccccc1O)c1ccccc1",
  "elements": ["C", "H", "H", "H", "C", "H", "O", "C", "C", "C", "N", "C", "O", "C", "N", "C", "O", "C", "C", "C", "C", "C", "C", "O", "H", "H", "H", "H", "H", "H", "C", "C", "C", "C", "C", "C", "H", "H", "H", "H", "H", "H", "H", "H", "H", "H", "H", "H", "H", "H"],
  "coordinates": [[2.39, -1.55, 2.71], [1.38, -1.15, 2.60], [2.32, -2.63, 2.77], [2.83, -1.17, 3.63], [3.26, -1.16, 1.51], [4.24, -1.65, 1.60], [3.56, 0.21, 1.41], [2.49, 1.07, 1.09], [1.93, 1.80, 2.31], [0.82, 2.78, 1.92], [-0.31, 2.10, 1.34], [-0.64, 2.24, 0.04], [-0.14, 3.03, -0.72], [-1.73, 1.21, -0.39], [-1.05, -0.04, -0.66], [-0.72, -0.91, 0.31], [-1.01, -0.68, 1.49], [-0.02, -2.14, -0.10], [0.68, -2.25, -1.31], [1.33, -3.42, -1.66], [1.28, -4.51, -0.81], [0.61, -4.43, 0.39], [-0.02, -3.25, 0.78], [-0.63, -3.22, 1.97], [-0.94, -2.29, 2.13], [0.58, -5.27, 1.08], [1.77, -5.43, -1.08], [1.87, -3.47, -2.59], [0.76, -1.40, -1.97], [-0.82, -0.24, -1.62], [-2.49, 1.69, -1.60], [-1.83, 1.88, -2.81], [-2.52, 2.34, -3.91], [-3.88, 2.59, -3.83], [-4.54, 2.40, -2.62], [-3.85, 1.95, -1.51], [-4.36, 1.81, -0.58], [-5.60, 2.61, -2.55], [-4.42, 2.95, -4.69], [-2.00, 2.49, -4.85], [-0.76, 1.71, -2.87], [-2.41, 1.05, 0.45], [-0.68, 1.31, 1.85], [1.18, 3.50, 1.18], [0.48, 3.33, 2.81], [1.53, 1.08, 3.03], [2.74, 2.35, 2.79], [1.69, 0.50, 0.59], [2.88, 1.80, 0.38], [2.78, -1.51, 0.58]],
  "nbo_charge": [-0.6485, 0.2061, 0.2180, 0.2106, -0.0560, 0.1855, -0.5388, -0.0614, -0.4298, -0.2292, -0.6219, 0.6753, -0.6244, -0.1828, -0.5806, 0.6756, -0.7071, -0.2057, -0.1692, -0.2592, -0.1590, -0.2751, 0.3633, -0.6682, 0.5157, 0.2293, 0.2190, 0.2193, 0.2049, 0.4146, 0.0508, -0.2143, -0.2062, -0.2094, -0.1949, -0.2289, 0.2120, 0.2138, 0.2149, 0.2152, 0.2186, 0.2330, 0.4251, 0.2297, 0.1993, 0.2005, 0.2174, 0.1573, 0.1866, 0.1592]
}

Of them, #x has the lowest stability.